Entry 1:
A molecular structure, C3H5O4Rb at a distorted geometry. Source: the Open Molecules 2025 dataset; level of theory: ωB97M-V/def2-TZVPD.

Max |F|   1.50 eV/A
Total energy   -442.384512 hartree
ΔE to the lowest compared entry with this formula, charge and spin   0.00 kcal per mole
LUMO level   -0.61 eV
Gap between HOMO and LUMO   7.100 eV

CARTESIAN COORDINATES (ANGSTROEM)
1 O 1.21 3.16 4.02
2 C 1.46 2.35 3.14
3 O 2.20 2.45 2.13
4 O 0.87 1.09 3.19
5 H 0.23 1.04 3.91
6 C -0.46 -1.77 -2.54
7 O 0.52 -1.54 -1.87
8 C -1.79 -1.13 -2.36
9 H -0.41 -2.57 -3.32
10 H -1.82 -0.15 -2.86
11 H -1.99 -1.05 -1.28
12 H -2.56 -1.80 -2.76
13 Rb 2.53 -0.09 0.61

Entry 2:
A molecular structure, C34H40AuBr4O4Se. Source: the Open Molecules 2025 dataset; level of theory: ωB97M-V/def2-TZVPD.

Max |F|   0.48 eV/A
Total energy   -14453.794966 hartree
LUMO level   1.48 eV
Gap between HOMO and LUMO   6.124 eV
Net charge   -1

CARTESIAN COORDINATES (ANGSTROEM)
1 Au -2.29 0.27 2.26
2 C 4.28 -3.66 1.89
3 C 3.95 -2.41 1.06
4 C 4.31 -2.67 -0.41
5 C 4.82 -1.26 1.56
6 C 2.46 -2.09 1.17
7 C 1.98 -0.90 1.66
8 C 0.61 -0.68 1.72
9 Se -0.06 1.08 2.11
10 C 0.03 1.79 0.34
11 C 1.27 2.36 0.01
12 C 1.53 2.75 -1.28
13 C 0.51 2.55 -2.22
14 C -0.72 2.00 -1.94
15 C -1.04 1.59 -0.58
16 O -2.16 1.11 -0.26
17 C -1.78 1.79 -3.03
18 C -3.04 2.60 -2.68
19 C -2.13 0.30 -3.12
20 C -1.30 2.25 -4.41
21 C 2.86 3.36 -1.72
22 C 3.85 3.48 -0.56
23 C 2.63 4.76 -2.30
24 C 3.51 2.47 -2.79
25 C -0.33 -1.61 1.31
26 O -1.64 -1.40 1.42
27 C 0.14 -2.84 0.78
28 C 1.51 -3.03 0.74
29 C -0.84 -3.89 0.25
30 C -1.67 -3.27 -0.89
31 C -1.77 -4.37 1.38
32 C -0.12 -5.12 -0.31
33 H 5.34 -3.90 1.81
34 H 3.71 -4.53 1.55
35 H 4.04 -3.50 2.94
36 H 5.37 -2.90 -0.51
37 H 4.08 -1.79 -1.02
38 H 3.75 -3.51 -0.82
39 H 5.88 -1.53 1.47
40 H 4.63 -1.04 2.61
41 H 4.65 -0.35 0.98
42 H 2.65 -0.11 1.99
43 H 2.01 2.47 0.79
44 H 0.71 2.85 -3.24
45 H -3.46 2.28 -1.73
46 H -3.80 2.46 -3.47
47 H -2.81 3.66 -2.63
48 H -2.51 -0.07 -2.17
49 H -1.24 -0.28 -3.40
50 H -2.89 0.14 -3.90
51 H -1.06 3.31 -4.43
52 H -2.09 2.07 -5.14
53 H -0.41 1.69 -4.73
54 H 3.46 4.12 0.24
55 H 4.78 3.92 -0.91
56 H 4.08 2.51 -0.12
57 H 2.18 5.42 -1.55
58 H 1.96 4.73 -3.16
59 H 3.58 5.20 -2.63
60 H 3.69 1.47 -2.40
61 H 4.46 2.89 -3.12
62 H 2.87 2.38 -3.67
63 H 1.88 -3.97 0.34
64 H -2.24 -2.41 -0.55
65 H -2.37 -4.02 -1.28
66 H -1.02 -2.96 -1.71
67 H -2.35 -3.55 1.78
68 H -1.18 -4.81 2.18
69 H -2.45 -5.13 0.99
70 H 0.54 -4.86 -1.15
71 H -0.87 -5.82 -0.69
72 H 0.47 -5.63 0.45
73 Br -7.20 3.45 5.92
74 C -6.27 2.21 4.84
75 C -6.88 1.04 4.41
76 Br -8.67 0.66 4.89
77 C -6.18 0.14 3.61
78 Br -6.94 -1.47 2.98
79 C -4.86 0.39 3.23
80 O -4.18 -0.43 2.44
81 C -4.24 1.57 3.69
82 O -2.96 1.78 3.36
83 C -4.95 2.47 4.47
84 Br -4.03 4.02 5.02

Entry 3:
A single C18H17N3 molecule at a distorted geometry. Source: the Open Molecules 2025 dataset; level of theory: ωB97M-V/def2-TZVPD.

Max |F|   6.26 eV/A
Total energy   -860.276334 hartree
ΔE to the lowest compared entry with this formula, charge and spin   45.53 kcal per mole
LUMO level   0.60 eV
Structure (SMILES)   Cc1c([C@H](NC#N)c2ccccc2)c2ccccc2n1C
Gap between HOMO and LUMO   8.316 eV

CARTESIAN COORDINATES (ANGSTROEM)
1 C -2.85 -0.02 -1.69
2 C -1.73 -0.55 -0.90
3 N -1.57 -1.89 -0.76
4 C -2.21 -2.87 -1.62
5 C -0.50 -2.19 0.10
6 C 0.08 -0.96 0.48
7 C 1.26 -1.00 1.22
8 C 1.81 -2.24 1.56
9 C 1.25 -3.45 1.10
10 C 0.09 -3.43 0.32
11 C -0.61 0.05 -0.31
12 C -0.16 1.37 -0.56
13 C 0.48 2.09 0.57
14 C 0.33 1.82 1.98
15 C 1.08 2.55 2.93
16 C 2.00 3.54 2.57
17 C 2.08 3.86 1.22
18 C 1.31 3.21 0.24
19 H -2.82 1.07 -1.56
20 H -2.62 -0.28 -2.74
21 H -3.85 -0.41 -1.41
22 H -1.83 -3.88 -1.34
23 H -3.31 -2.81 -1.48
24 H -1.98 -2.70 -2.72
25 H 1.79 -0.07 1.47
26 H 2.71 -2.29 2.17
27 H 1.67 -4.41 1.39
28 H -0.40 -4.32 -0.08
29 H -0.74 2.02 -1.21
30 H -0.38 1.04 2.36
31 H 0.99 2.28 3.99
32 H 2.65 3.99 3.31
33 H 2.80 4.59 0.87
34 H 1.36 3.47 -0.82
35 N 0.47 1.33 -1.97
36 C 0.18 0.23 -2.66
37 N 0.02 -0.66 -3.49
38 H 1.11 1.93 -2.51

Entry 4:
A molecular structure, C8H6MnN2O4 at a distorted geometry. Source: the Open Molecules 2025 dataset; level of theory: ωB97M-V/def2-TZVPD.

Max |F|   9.94 eV/A
Total energy   -1869.183322 hartree
ΔE to the lowest compared entry with this formula, charge and spin   0.00 kcal per mole
LUMO level (alpha / beta)   -9.74 / -10.35 eV
Multiplicity   6
Gap between HOMO and LUMO (alpha / beta)   7.499 / 6.889 eV
Net charge   +2

CARTESIAN COORDINATES (ANGSTROEM)
1 O 0.95 -3.01 -1.90
2 C 0.62 -1.89 -1.80
3 Mn 1.03 -0.12 -0.92
4 O -2.94 0.28 -3.55
5 C -2.03 -0.08 -2.99
6 C 1.63 0.18 -2.75
7 O 2.68 0.21 -3.23
8 C 0.47 1.70 -1.23
9 O 0.64 2.85 -1.37
10 C 1.31 1.05 1.75
11 C 0.12 0.24 1.49
12 N -0.38 -0.19 0.31
13 C -1.53 -0.96 0.57
14 C -1.71 -0.96 1.93
15 N -0.66 -0.21 2.46
16 H 1.00 1.92 2.33
17 H 1.98 0.43 2.38
18 H 1.83 1.38 0.83
19 H -2.09 -1.40 -0.23
20 H -2.48 -1.40 2.51
21 H -0.45 -0.02 3.43